The following is a DFT calculation (wB97M-V/def2-TZVPD) of a 3-piece molecular cluster, C21H46Cl4N3 overall in a non-equilibrium geometry.

CARTESIAN COORDINATES (ANGSTROEM)
C -3.2851 -2.4863 1.0058
C -2.3755 -1.3023 0.4404
C -1.9649 -1.4392 -1.0969
C -1.8847 -2.9637 -1.6247
C -0.8256 -2.9871 -2.8146
C -0.0836 -4.3803 -3.0267
C 0.5296 -5.0222 -1.7003
C 1.1582 -3.9817 -0.6748
C 2.6587 -3.5389 -0.9892
C 2.8004 -2.2569 -1.9397
C 2.0609 -0.9500 -1.4056
C 3.0116 0.3121 -1.1726
C 2.1756 1.3921 -0.3161
C 2.8062 1.5323 1.1693
C 2.3730 0.2767 2.0857
C 0.8697 0.3820 2.6092
N 0.6352 -0.5529 3.7999
C 0.3490 -1.8834 3.3330
N -0.9432 -2.5317 3.6083
N 1.2629 -2.6469 2.6507
H -2.6395 -3.4056 1.2390
H -4.1749 -2.7421 0.3561
H -3.6747 -2.1408 2.0254
H -2.9670 -0.3356 0.5930
H -1.4210 -1.2865 1.0570
H -2.5951 -0.8291 -1.8151
H -0.8973 -1.0258 -1.1863
H -1.5228 -3.5803 -0.7446
H -2.9361 -3.2604 -1.9170
H -0.0335 -2.1805 -2.7675
H -1.4166 -2.7869 -3.7783
H -0.7869 -5.1420 -3.5105
H 0.7748 -4.2102 -3.7581
H -0.2863 -5.6857 -1.2462
H 1.3576 -5.7387 -2.0276
H 1.1898 -4.5140 0.3451
H 0.5501 -3.0382 -0.5114
H 3.1182 -3.2273 0.0205
H 3.3059 -4.4169 -1.3393
H 2.4950 -2.5575 -2.9919
H 3.9249 -2.0355 -1.9931
H 1.3163 -0.6434 -2.2227
H 1.4769 -1.1084 -0.4361
H 3.2096 0.8018 -2.1778
H 3.9442 -0.0146 -0.6208
H 2.0999 2.3975 -0.8401
H 1.0954 1.0477 -0.1352
H 2.4512 2.4692 1.7037
H 3.9448 1.5599 1.1564
H 3.0544 0.1989 2.9875
H 2.4769 -0.6456 1.4378
H 0.6255 1.4448 2.9421
H 0.1763 0.0304 1.7725
H -0.2322 -0.2806 4.2981
H -1.0337 -3.2228 2.8397
H -0.8871 -3.0949 4.4773
H 1.4070 -2.5940 1.6371
H 1.7934 -3.3077 3.2309
Cl 2.0556 5.0388 0.4501
C 1.0669 5.6964 -0.8786
C -0.3781 5.8927 -0.4706
Cl -1.2172 4.3389 -0.2112
H 1.1555 5.0225 -1.7319
H 1.5071 6.6555 -1.1559
H -0.9184 6.4162 -1.2608
H -0.4598 6.4780 0.4406
Cl -3.2228 8.4554 -1.2248
C -4.2365 7.2485 -0.3941
C -4.1102 7.3362 1.1125
Cl -2.5022 6.8202 1.6807
H -3.9570 6.2605 -0.7627
H -5.2683 7.4435 -0.6906
H -4.8396 6.6759 1.5841
H -4.2868 8.3503 1.4725

Results
Total charge = +1
Gap between HOMO and LUMO = 0.2604 Ha

These are the Mulliken partial charges, in e, on atoms 1 to 8: atom 1 (C): -1.161, atom 2 (C): 0.486, atom 3 (C): -0.138, atom 4 (C): -0.418, atom 5 (C): -0.041, atom 6 (C): -0.860, atom 7 (C): -0.827, atom 8 (C): 0.609



The following is a DFT calculation (wB97M-V/def2-TZVPD) of a 3-piece molecular cluster, C21H46FN6O2 overall in a non-equilibrium geometry.

CARTESIAN COORDINATES (ANGSTROEM)
N 7.3229 -1.6885 5.0887
N 5.9189 -1.4109 5.0110
C 5.5529 -0.1568 4.7074
N 6.4442 0.8743 4.9777
N 4.3526 0.0700 4.2238
C 3.3510 -0.9440 3.8772
C 2.8619 -1.8139 5.0441
F 1.5038 -1.6634 5.1571
H 7.4725 -2.5705 4.6070
H 7.5338 -1.8626 6.0678
H 5.4136 -2.1156 4.4866
H 6.2278 1.3856 5.8261
H 6.5408 1.5144 4.1961
H 4.1082 1.0386 4.0583
H 2.4871 -0.3873 3.5052
H 3.7174 -1.5351 3.0287
H 3.0606 -2.8743 4.8615
H 3.3320 -1.5319 5.9906
C 3.4595 1.5954 -2.3397
C 3.0996 1.0576 -0.9500
C 2.3849 -0.2924 -1.0606
C 0.9678 -0.1706 -1.6174
C 0.1361 0.8206 -0.8074
C 0.7951 2.1920 -0.6333
N 2.2165 1.9989 -0.1803
O 2.3142 1.8362 1.0894
C 0.7150 3.0097 -1.9274
C 0.0573 2.9919 0.4345
C 4.4144 0.9096 -0.1910
H 4.2804 0.9996 -2.7394
H 2.6520 1.5290 -3.0594
H 3.7905 2.6328 -2.2835
H 2.3378 -0.7493 -0.0652
H 2.9900 -0.9529 -1.6872
H 0.9934 0.1226 -2.6696
H 0.4812 -1.1469 -1.5921
H -0.8372 0.9585 -1.2823
H -0.0554 0.3946 0.1835
H 1.3053 3.9233 -1.8419
H -0.3236 3.2926 -2.0948
H 1.0367 2.4738 -2.8133
H -0.0176 2.4494 1.3731
H -0.9514 3.1954 0.0740
H 0.5548 3.9434 0.6253
H 4.8980 1.8789 -0.0621
H 5.0811 0.2652 -0.7650
H 4.2659 0.4660 0.7922
C -4.8795 -2.4473 -0.4851
C -4.3184 -1.0440 -0.7424
C -5.3850 0.0232 -0.4836
C -6.4849 0.0336 -1.5432
C -5.8999 0.1791 -2.9470
C -4.8076 -0.8456 -3.2755
N -3.8136 -0.8783 -2.1476
O -2.9320 0.0501 -2.2446
C -5.4087 -2.2287 -3.5475
C -4.0689 -0.4302 -4.5433
C -3.1406 -0.8625 0.2089
H -4.9961 -2.5794 0.5909
H -5.8557 -2.6216 -0.9238
H -4.1942 -3.2142 -0.8482
H -4.9020 1.0051 -0.4608
H -5.8101 -0.1463 0.5088
H -7.0941 -0.8714 -1.4743
H -7.1622 0.8671 -1.3501
H -6.6883 0.0885 -3.6977
H -5.4773 1.1830 -3.0519
H -4.6203 -2.9771 -3.6395
H -5.9516 -2.1942 -4.4919
H -6.1136 -2.5636 -2.7942
H -3.6786 0.5811 -4.4749
H -4.7663 -0.4752 -5.3808
H -3.2382 -1.1060 -4.7493
H -2.3531 -1.5859 -0.0114
H -3.4863 -1.0280 1.2303
H -2.7171 0.1361 0.1458

Results
Total charge = +1
2S+1 = 3
⟨S²⟩ = 2.008
Gap between HOMO and LUMO (alpha / beta) = 0.2383 / 0.2812 Ha

These are the Mulliken partial charges, in e, on atoms 1 to 8: atom 1 (N): -0.649, atom 2 (N): 0.148, atom 3 (C): 0.400, atom 4 (N): -0.510, atom 5 (N): -0.065, atom 6 (C): -0.822, atom 7 (C): -0.253, atom 8 (F): -0.312



The following is a DFT calculation (wB97M-V/def2-TZVPD) of C21H46NOP3STm as an isolated structure in a non-equilibrium geometry.

CARTESIAN COORDINATES (ANGSTROEM)
Tm -0.0705 -0.1674 0.5189
P -1.9045 1.9634 0.7176
P -2.3115 -1.5302 1.6874
P 1.5861 1.6129 -0.7717
H -1.2740 -2.6958 -0.8320
C -0.2561 -2.3218 -0.9066
C 0.7783 -2.6472 -0.0499
H 0.7055 -3.3711 0.7701
C -2.9809 1.9715 -0.7678
C -3.1643 2.1581 2.0411
C -1.2684 3.6844 0.7159
C -2.0876 -3.3448 1.8239
C -2.7137 -1.1538 3.4387
C -3.9612 -1.4552 0.8767
C 3.0320 0.6455 -1.3432
C 2.4667 3.0061 0.0189
C 0.8818 2.4028 -2.2650
H -0.0112 -1.8862 -1.8708
H 1.8152 -2.3867 -0.3162
H -3.6601 2.8348 -0.7520
H -3.5763 1.0506 -0.8062
H -2.3638 2.0213 -1.6738
H -3.6809 3.1217 1.9219
H -2.6871 2.1558 3.0285
H -3.9146 1.3604 2.0208
H -2.1036 4.3920 0.8107
H -0.7163 3.9128 -0.2013
H -0.5948 3.8412 1.5667
H -3.0750 -3.8141 1.9358
H -1.4679 -3.5680 2.7030
H -1.5867 -3.7312 0.9294
H -3.6007 -1.7331 3.7405
H -2.9094 -0.0819 3.5749
H -1.8587 -1.4425 4.0681
H -4.6119 -2.2206 1.3272
H -3.8384 -1.6716 -0.1944
H -4.4195 -0.4617 0.9860
H 3.5840 1.1689 -2.1314
H 2.7345 -0.3352 -1.7368
H 3.7114 0.4664 -0.5001
H 3.1532 3.5095 -0.6767
H 3.0594 2.6270 0.8598
H 1.7623 3.7486 0.4078
H 1.6610 2.7763 -2.9382
H 0.2067 3.2288 -2.0171
H 0.2894 1.6723 -2.8302
C 1.3360 -1.2112 -5.4864
C 0.8399 -0.6124 -6.6745
C 0.9901 -1.2455 -7.9120
C 1.6947 -2.4409 -8.0135
C 2.2675 -3.0095 -6.8676
C 2.1131 -2.3857 -5.6257
S 1.3090 -0.3867 -3.9441
H 0.1645 -0.6139 -3.1006
H 0.3900 0.3767 -6.6021
H 0.5597 -0.7800 -8.8067
H 1.8082 -2.9371 -8.9836
H 2.8480 -3.9278 -6.9406
H 2.6388 -2.7527 -4.7400
C 1.9892 0.2323 5.7814
N 1.6937 -0.2346 4.4251
C 2.3009 -1.4764 3.9638
C 0.9498 0.4638 3.5932
C 0.3613 1.7396 4.0687
O 0.7631 -0.0066 2.3943
H 2.6880 -0.4733 6.2300
H 1.0798 0.2928 6.4017
H 2.4506 1.2334 5.7603
H 1.5398 -2.2395 3.7318
H 2.9128 -1.3091 3.0638
H 2.9384 -1.8358 4.7802
H -0.1408 2.2732 3.2506
H -0.3845 1.5512 4.8671
H 1.1407 2.4024 4.4769

Results
Total charge = +3
2S+1 = 3
⟨S²⟩ = 2.002
Gap between HOMO and LUMO (alpha / beta) = 0.1951 / 0.1962 Ha

These are the Mulliken partial charges, in e, on atoms 1 to 8: atom 1 (Tm): 0.453, atom 2 (P): 0.728, atom 3 (P): 0.916, atom 4 (P): 1.104, atom 5 (H): 0.366, atom 6 (C): -0.531, atom 7 (C): -0.485, atom 8 (H): 0.330



The following is a DFT calculation (wB97M-V/def2-TZVPD) of C21H47BiOP3S as an isolated structure in a non-equilibrium geometry.

CARTESIAN COORDINATES (ANGSTROEM)
Bi -0.2592 0.1659 -0.4535
P 1.9117 1.2086 0.6591
P -2.1645 1.9493 -0.0516
P 0.5846 1.3281 -2.7079
H -0.7100 -3.6278 -0.8906
C 0.1752 -3.5993 -1.5407
C 1.4395 -3.5354 -1.1106
H 1.7194 -3.6814 -0.0588
C 2.1365 0.5563 2.3394
C 1.9401 3.0199 0.8833
C 3.5379 0.8212 -0.0881
C -3.7738 1.4236 -0.7463
C -2.5512 2.1602 1.7206
C -1.9375 3.6526 -0.6712
C 1.8677 0.2776 -3.4843
C 1.3893 2.9675 -2.7537
C -0.8194 1.5683 -3.8585
H 0.0181 -3.5404 -2.6219
H 2.2079 -3.2854 -1.8517
H 2.0128 -0.5336 2.3349
H 1.4032 1.0106 3.0160
H 3.1451 0.7909 2.6980
H 1.1350 3.3135 1.5713
H 1.8365 3.5455 -0.0758
H 2.9070 3.2853 1.3319
H 3.7200 -0.2611 -0.0202
H 4.3018 1.3437 0.5043
H 3.6111 1.1524 -1.1323
H -4.4972 2.2348 -0.5998
H -4.1488 0.5336 -0.2227
H -3.7105 1.2129 -1.8226
H -3.3866 2.8654 1.8169
H -1.6915 2.5648 2.2609
H -2.8478 1.2089 2.1717
H -2.8220 4.2266 -0.3666
H -1.8567 3.6989 -1.7665
H -1.0552 4.1248 -0.2171
H 1.9567 0.5276 -4.5511
H 1.6293 -0.7925 -3.3915
H 2.8382 0.4535 -2.9986
H 1.5652 3.2036 -3.8132
H 2.3580 2.9560 -2.2356
H 0.7463 3.7474 -2.3228
H -0.4415 1.8409 -4.8579
H -1.4671 2.3707 -3.4738
H -1.4487 0.6702 -3.9329
C -0.6569 -2.9212 -6.0522
C -1.7488 -2.8082 -6.9303
C -1.9265 -3.7712 -7.9178
C -1.0574 -4.8468 -8.0438
C 0.0620 -4.9355 -7.2038
C 0.2536 -3.9743 -6.2063
S -0.4106 -1.8378 -4.6845
H -1.0936 -2.5803 -3.7159
H -2.4114 -1.9619 -6.8180
H -2.7519 -3.6913 -8.6071
H -1.2380 -5.6367 -8.7556
H 0.7874 -5.7358 -7.2980
H 1.0971 -4.0351 -5.5253
C 0.8223 -3.0494 3.0954
C -0.4784 -2.5613 2.5064
O -0.5042 -1.1128 2.4838
C -0.7605 -0.4674 3.7483
C -2.0945 -0.8700 4.3335
H 1.6739 -2.7102 2.4946
H 0.8592 -4.1413 3.0803
H 0.9388 -2.7151 4.1337
H -0.5518 -2.8659 1.4586
H -1.3509 -2.9966 3.0200
H -0.7775 0.5963 3.4951
H 0.0903 -0.6386 4.4335
H -2.0258 -1.8788 4.7573
H -2.3777 -0.1663 5.1234
H -2.8839 -0.8434 3.5700

Results
Total charge = +3
Gap between HOMO and LUMO = 0.1733 Ha

These are the Mulliken partial charges, in e, on atoms 1 to 8: atom 1 (Bi): 0.640, atom 2 (P): 0.743, atom 3 (P): 0.630, atom 4 (P): 0.662, atom 5 (H): 0.355, atom 6 (C): -0.465, atom 7 (C): -0.664, atom 8 (H): 0.311



The following is a DFT calculation (wB97M-V/def2-TZVPD) of a 8-piece molecular cluster, C21H47BrN11O8 overall.

CARTESIAN COORDINATES (ANGSTROEM)
C 2.9824 -1.4732 2.9289
N 2.3623 -0.7014 1.8357
C 1.7065 0.5502 2.2636
C 1.5433 -1.4845 0.9911
O 1.7927 -1.6719 -0.1624
C 0.2873 -2.1763 1.5703
N -0.9271 -1.3301 1.6458
C -1.8135 -1.4726 2.6450
N -2.7758 -0.6015 2.4359
C -3.9670 -0.4467 3.2762
N -2.5546 0.1152 1.3242
C -1.4342 -0.3414 0.8402
Br -0.6838 0.2352 -0.7444
H 2.4316 -2.3892 3.1784
H 3.0347 -0.8789 3.8375
H 3.9865 -1.7829 2.6461
H 0.7100 0.4039 2.6988
H 2.3398 1.0277 3.0061
H 1.6202 1.2266 1.4139
H 0.4876 -2.4764 2.5982
H 0.0560 -3.0734 1.0013
H -1.7304 -2.1790 3.4536
H -4.7507 -1.1028 2.9029
H -3.7001 -0.7195 4.2924
H -4.3082 0.5821 3.2345
O -1.1200 3.0605 2.5318
C -2.0695 3.8173 2.4015
N -3.3069 3.3356 2.1069
C -1.9448 5.3111 2.5426
H -4.1203 3.9125 1.9957
H -3.3879 2.3400 2.0032
H -1.2225 5.6731 1.8133
H -1.5737 5.5395 3.5400
H -2.8912 5.8270 2.3898
O 6.1025 -0.5253 3.9313
C 6.5319 0.3900 3.2449
N 5.7586 1.0163 2.3203
C 7.9524 0.8795 3.3700
H 6.1016 1.7618 1.7437
H 4.8161 0.6914 2.1855
H 8.6258 0.0500 3.1635
H 8.1267 1.2126 4.3931
H 8.1764 1.6977 2.6871
O -4.7423 2.2836 -4.5027
C -4.2509 1.8096 -3.4965
N -3.6181 2.6036 -2.5844
C -4.2675 0.3338 -3.1937
H -3.1925 2.2457 -1.7507
H -3.5724 3.5910 -2.7728
H -3.7735 -0.1855 -4.0139
H -5.2938 -0.0155 -3.1302
H -3.7582 0.0882 -2.2615
O -0.0732 2.9150 -6.8597
C -1.0871 2.5667 -6.2779
N -2.3099 2.6264 -6.8571
C -1.0738 2.0027 -4.8803
H -3.1481 2.3213 -6.3908
H -2.3721 2.9904 -7.7931
H -0.6754 2.7395 -4.1831
H -0.4439 1.1138 -4.8657
H -2.0781 1.7235 -4.5712
O -4.7036 -2.5865 -2.9051
C -4.3883 -3.6143 -3.4796
N -4.3937 -3.6986 -4.8317
C -3.9670 -4.8622 -2.7382
H -4.1421 -4.5328 -5.3275
H -4.6541 -2.8787 -5.3561
H -4.7803 -5.1721 -2.0844
H -3.0954 -4.6298 -2.1282
H -3.7188 -5.6859 -3.4058
O -2.5160 -0.7333 -6.0914
C -1.6849 -1.2493 -6.8213
N -0.7781 -0.5195 -7.5157
C -1.5962 -2.7483 -6.9942
H -0.0762 -0.9380 -8.0965
H -0.8063 0.4851 -7.4414
H -2.5457 -3.1122 -7.3835
H -1.4201 -3.2031 -6.0204
H -0.7996 -3.0479 -7.6735
O 8.4437 0.2322 7.4868
C 7.3780 -0.2550 7.8134
N 6.3067 -0.2367 6.9789
C 7.1682 -0.9103 9.1588
H 5.4195 -0.6369 7.2149
H 6.4295 0.1563 6.0608
H 7.3716 -0.1800 9.9397
H 7.8733 -1.7328 9.2618
H 6.1561 -1.2934 9.2869

Results
Total charge = +1
Gap between HOMO and LUMO = 0.2713 Ha

These are the Mulliken partial charges, in e, on atoms 1 to 8: atom 1 (C): -1.054, atom 2 (N): 0.282, atom 3 (C): -1.095, atom 4 (C): -0.002, atom 5 (O): -0.476, atom 6 (C): -0.619, atom 7 (N): 0.330, atom 8 (C): -0.041



The following is a DFT calculation (wB97M-V/def2-TZVPD) of a 4-piece molecular cluster, C21H47F3IN12O5 overall in a non-equilibrium geometry.

CARTESIAN COORDINATES (ANGSTROEM)
C 3.1894 3.0756 3.1900
C 1.7248 2.7689 3.5430
C 0.8013 2.5532 2.3320
I -1.2192 3.1742 2.9438
N 1.2293 3.2445 1.1202
C 0.5942 2.7408 0.0032
N -0.4271 3.3839 -0.4607
C -1.2078 2.9998 -1.6377
C -2.4352 2.1242 -1.3347
C -2.9916 1.6442 -2.6868
C -4.2848 0.8269 -2.5437
O -4.0874 -0.4569 -3.2107
C -4.3414 -1.4678 -2.3145
C -3.2566 -1.7210 -1.2730
O -5.3375 -2.0828 -2.3502
N 1.1036 1.5762 -0.5225
C 1.8483 1.7312 -1.7932
C 3.2390 1.0545 -1.8565
C 3.4282 0.4464 -3.2682
C 3.1762 -1.0702 -3.3555
N 3.8765 -1.8284 -2.3090
C 3.4073 -3.1212 -2.0886
N 4.1742 -4.0950 -1.8694
N 2.0098 -3.3491 -2.0632
C 0.2527 0.3891 -0.4062
C 1.0284 -0.8795 -0.0646
C 1.7372 -0.8692 1.2579
F 2.4776 -1.9737 1.3201
F 0.9133 -0.9220 2.2855
F 2.5646 0.1384 1.4349
H 3.7555 2.1637 3.0241
H 3.2978 3.7549 2.3508
H 3.6275 3.5789 4.0483
H 1.3453 3.5505 4.1952
H 1.7250 1.8717 4.1566
H 0.7074 1.4927 2.1610
H 1.0083 4.2332 1.2284
H -0.7194 4.2197 0.0361
H -1.5973 3.9210 -2.0633
H -0.6238 2.5342 -2.4254
H -3.1955 2.7604 -0.8826
H -2.2366 1.3046 -0.6530
H -3.2059 2.5559 -3.2472
H -2.2148 1.1189 -3.2413
H -5.0548 1.3208 -3.1249
H -4.5627 0.7013 -1.5011
H -2.2883 -1.7360 -1.7695
H -3.4418 -2.6526 -0.7572
H -3.3091 -0.9249 -0.5312
H 1.2331 1.2896 -2.5878
H 1.8985 2.7900 -2.0418
H 3.9760 1.8505 -1.8050
H 3.3970 0.3192 -1.0810
H 2.7864 0.9328 -4.0026
H 4.4517 0.6195 -3.5997
H 2.1172 -1.3020 -3.3900
H 3.5671 -1.4095 -4.3216
H 4.8757 -1.8296 -2.4521
H 5.1501 -3.7998 -1.8937
H 1.7261 -3.5092 -1.1052
H 1.7840 -4.1521 -2.6360
H -0.4524 0.5717 0.4080
H -0.3637 0.1987 -1.2915
H 1.7147 -1.1697 -0.8511
H 0.2876 -1.6753 0.0009
C 2.3376 -7.9959 -2.0789
O 1.8520 -9.0462 -2.4488
N 3.6322 -7.6464 -2.3196
N 1.6207 -7.0581 -1.3784
H 4.0339 -6.7759 -2.0153
H 4.2008 -8.2996 -2.8261
H 0.6623 -7.2726 -1.1740
H 2.0106 -6.1900 -1.0619
C -0.4848 5.9466 6.5745
O 0.3291 5.0802 6.8385
N -1.1881 5.9426 5.3999
N -0.7592 6.9827 7.4170
H -1.8632 6.6386 5.1453
H -0.9953 5.1831 4.7725
H -0.2577 7.0111 8.2861
H -1.4255 7.7037 7.2153
C -5.8903 -2.7163 1.6861
O -5.6091 -1.5277 1.7398
N -6.3589 -3.4084 2.7632
N -5.7515 -3.4387 0.5386
H -6.5950 -4.3822 2.7387
H -6.4710 -2.9007 3.6215
H -5.4151 -2.9448 -0.2670
H -5.9675 -4.4144 0.4580

Results
Total charge = +1
Gap between HOMO and LUMO = 0.2743 Ha

These are the Mulliken partial charges, in e, on atoms 1 to 8: atom 1 (C): -1.218, atom 2 (C): -0.241, atom 3 (C): -0.162, atom 4 (I): 0.149, atom 5 (N): -0.089, atom 6 (C): -0.819, atom 7 (N): 0.074, atom 8 (C): -1.266